{"formula": "C2H6O4Si", "method": "wB97M-V/def2-TZVPD", "symbols": ["C", "C", "O", "O", "O", "O", "Si", "H", "H", "H", "H", "H", "H"], "coordinates": [[1.429, 0.659, 1.181], [-0.022, 0.844, 1.576], [0.615, -0.912, -1.122], [-1.438, -0.319, -2.803], [-1.573, -2.668, -1.577], [-0.756, 0.013, 2.127], [-0.641, -1.307, -1.840], [1.524, 0.326, 0.162], [1.692, -0.032, 1.849], [-0.501, 1.899, 1.484], [1.988, 1.597, 1.463], [-2.276, -0.129, -2.431], [-1.076, -3.413, -1.198]], "mulliken_charge": [-0.734, 0.108, -0.453, -0.413, -0.490, -0.502, 0.652, 0.308, 0.277, 0.312, 0.275, 0.315, 0.344], "max_force_ha_per_bohr": 0.0838, "smiles": "O=[Si](O)O.CC=O", "homo_energy_ev": -9.475, "e_above_lowest_ev": 2.4053, "molar_mass_g_mol": 122.15, "total_charge": 0, "gap_ev": 9.1}

***

{"formula": "C65H54ClFN4O21P4", "method": "wB97M-V/def2-TZVPD", "symbols": ["C", "C", "C", "C", "C", "C", "C", "C", "C", "O", "N", "C", "O", "F", "C", "P", "P", "O", "O", "O", "C", "P", "O", "Cl", "C", "C", "C", "O", "C", "C", "C", "C", "C", "C", "C", "C", "C", "N", "C", "N", "N", "C", "P", "O", "C", "O", "C", "C", "H", "H", "H", "H", "H", "H", "H", "H", "H", "H", "H", "H", "H", "H", "H", "H", "H", "H", "H", "H", "H", "H", "H", "H", "H", "H", "H", "H", "H", "H", "C", "C", "C", "O", "C", "C", "C", "O", "H", "H", "H", "H", "C", "C", "C", "O", "C", "C", "C", "O", "H", "H", "H", "H", "C", "C", "C", "O", "C", "C", "C", "O", "H", "H", "H", "H", "C", "C", "C", "O", "C", "C", "C", "O", "H", "H", "H", "H", "C", "C", "C", "O", "C", "C", "C", "O", "H", "H", "H", "H", "C", "C", "C", "O", "C", "C", "C", "O", "H", "H", "H", "H"], "coordinates": [[-4.083, 2.001, 4.363], [-3.216, 2.375, 3.185], [-2.517, 3.568, 3.175], [-1.712, 3.858, 2.092], [-1.599, 2.984, 1.026], [-0.642, 3.399, -0.095], [-0.813, 2.584, -1.341], [-1.952, 2.672, -2.144], [-3.041, 3.631, -1.694], [-4.114, 3.182, -1.426], [-2.841, 5.047, -1.493], [-1.748, 5.649, -2.095], [-1.186, 6.579, -1.623], [-1.378, 5.169, -3.262], [-2.136, 1.874, -3.273], [-3.693, 2.129, -4.240], [-3.654, 4.090, -5.184], [-4.608, 3.938, -6.302], [-4.186, 5.207, -4.194], [-2.235, 4.477, -5.763], [-1.161, 0.923, -3.618], [-1.520, -0.161, -5.070], [-3.029, -0.665, -4.641], [-0.494, -1.943, -4.829], [-0.018, 0.883, -2.842], [0.160, 1.681, -1.729], [1.429, 1.468, -0.951], [2.129, 2.362, -0.554], [1.760, 0.014, -0.779], [1.614, -0.752, -1.916], [1.884, -2.101, -1.912], [2.263, -2.682, -0.727], [2.382, -1.941, 0.440], [2.761, -2.704, 1.703], [1.886, -3.952, 1.930], [0.854, -3.757, 3.067], [-0.590, -3.699, 2.572], [-1.495, -4.445, 3.476], [-2.007, -5.617, 2.920], [-1.543, -6.750, 3.259], [-3.049, -5.486, 1.962], [2.153, -0.567, 0.429], [2.331, 0.398, 1.970], [3.550, 0.047, 2.731], [1.148, -0.021, -3.128], [1.695, -0.081, -4.195], [-2.303, 1.798, 1.031], [-3.107, 1.511, 2.116], [-4.936, 1.445, 3.987], [-3.548, 1.441, 5.125], [-4.443, 2.923, 4.813], [-2.548, 4.275, 3.990], [-1.143, 4.778, 2.081], [-0.787, 4.461, -0.245], [0.351, 3.299, 0.318], [-2.705, 5.185, -0.495], [-3.688, 1.362, -5.409], [-4.995, 5.554, -4.594], [-2.278, 4.317, -6.729], [-2.952, -1.113, -3.786], [1.764, -2.647, -2.835], [2.439, -3.747, -0.721], [2.562, -2.034, 2.527], [3.823, -2.927, 1.657], [2.544, -4.765, 2.199], [1.356, -4.287, 1.045], [0.883, -4.646, 3.693], [1.075, -2.921, 3.726], [-0.945, -2.668, 2.530], [-0.690, -4.113, 1.571], [-1.040, -4.695, 4.345], [-2.070, -7.474, 2.776], [-2.672, -5.523, 1.021], [-3.434, -4.552, 2.058], [1.135, 0.131, 2.676], [2.302, 1.758, 1.647], [-2.206, 1.103, 0.211], [-3.653, 0.579, 2.140], [5.595, -8.966, 0.643], [4.341, -8.543, 0.799], [4.012, -7.092, 0.719], [2.875, -6.672, 0.845], [5.127, -6.148, 0.451], [6.376, -6.577, 0.302], [6.708, -8.022, 0.388], [7.847, -8.410, 0.245], [5.859, -10.015, 0.692], [3.521, -9.241, 0.970], [4.866, -5.098, 0.389], [7.202, -5.905, 0.111], [3.309, -11.228, 5.786], [3.403, -11.364, 4.471], [2.795, -10.373, 3.551], [2.891, -10.518, 2.352], [2.078, -9.221, 4.146], [1.984, -9.083, 5.466], [2.594, -10.078, 6.385], [2.517, -9.963, 7.591], [3.744, -11.939, 6.477], [3.921, -12.195, 4.009], [1.641, -8.510, 3.454], [1.465, -8.251, 5.926], [0.947, -4.077, 9.776], [1.034, -4.672, 8.588], [0.461, -4.043, 7.375], [0.530, -4.574, 6.280], [-0.209, -2.729, 7.532], [-0.296, -2.135, 8.718], [0.277, -2.763, 9.936], [0.199, -2.220, 11.016], [1.357, -4.519, 10.675], [1.517, -5.629, 8.454], [-0.620, -2.289, 6.631], [-0.781, -1.177, 8.854], [0.996, 3.767, -9.137], [1.930, 4.165, -9.996], [1.775, 5.421, -10.772], [2.626, 5.784, -11.557], [0.542, 6.217, -10.552], [-0.391, 5.819, -9.692], [-0.235, 4.565, -8.920], [-1.083, 4.199, -8.133], [1.086, 2.855, -8.561], [2.836, 3.599, -10.170], [0.449, 7.129, -11.124], [-1.298, 6.384, -9.517], [3.019, 9.068, -11.502], [3.952, 9.466, -12.361], [3.799, 10.721, -13.138], [4.647, 11.086, -13.922], [2.563, 11.517, -12.917], [1.630, 11.118, -12.058], [1.786, 9.862, -11.283], [0.934, 9.498, -10.497], [3.112, 8.156, -10.929], [4.858, 8.900, -12.536], [2.471, 12.429, -13.492], [0.722, 11.682, -11.883], [-5.532, 3.884, 9.766], [-4.603, 4.069, 8.832], [-4.968, 4.211, 7.402], [-4.121, 4.377, 6.549], [-6.408, 4.140, 7.050], [-7.338, 3.956, 7.983], [-6.974, 3.814, 9.416], [-7.820, 3.648, 10.266], [-5.288, 3.778, 10.815], [-3.547, 4.124, 9.066], [-6.652, 4.247, 6.001], [-8.393, 3.901, 7.748]], "mulliken_charge": [-1.082, 0.858, -0.769, -0.810, 0.912, -1.680, 0.527, 0.298, -1.187, -0.452, 0.075, 0.522, -0.557, -0.121, 0.325, -0.317, 1.246, -0.750, -0.541, -0.477, 1.321, 0.499, -0.525, -0.250, 0.894, 0.024, -0.655, -0.552, 0.605, 0.745, -1.378, -0.192, 0.531, -1.261, -0.597, -0.270, -0.730, -0.308, 0.402, -0.585, -0.674, 0.028, 0.543, -0.697, -1.252, -0.522, 0.017, -1.445, 0.419, 0.262, 0.029, 0.530, 0.449, 0.350, 0.997, 0.384, 0.087, 0.377, 0.420, 0.391, 0.502, 0.512, 0.493, 0.355, 0.017, 0.504, 0.206, 0.355, 0.206, 0.429, 0.266, 0.235, 0.267, 0.307, 0.036, 0.075, 0.556, 0.407, -0.283, -0.577, 0.341, -0.524, -0.011, -0.493, 0.246, -0.552, 0.446, 0.638, 0.361, 0.443, -0.424, -0.415, 0.366, -0.577, -0.279, -0.445, 0.316, -0.548, 0.403, 0.427, 0.591, 0.551, -0.334, -0.426, 0.338, -0.383, -0.294, -0.436, 0.288, -0.546, 0.407, 0.453, 0.471, 0.414, -0.451, -0.492, 0.332, -0.568, -0.128, -0.325, 0.326, -0.539, 0.480, 0.413, 0.365, 0.450, -0.057, -0.410, 0.363, -0.541, -0.365, -0.435, 0.402, -0.554, 0.362, 0.423, 0.403, 0.414, -0.355, -0.424, 0.426, -0.513, -0.195, -0.385, 0.339, -0.536, 0.402, 0.435, 0.416, 0.409], "max_force_ha_per_bohr": 0.0426, "smiles": "[H]/N=C(\\N)NCCCCc1ccc2c(c1[PH2]=O)C(=O)c1c(Cc3ccc(C)cc3)c(C(=O)NC(=O)F)c(PP(=O)(O)O)c(P(O)Cl)c1C2=O.O=C1C=CC(=O)C=C1.O=C1C=CC(=O)C=C1.O=C1C=CC(=O)C=C1.O=C1C=CC(=O)C=C1.O=C1C=CC(=O)C=C1.O=C1C=CC(=O)C=C1", "homo_energy_ev": -9.025, "molar_mass_g_mol": 1405.50, "total_charge": 0, "gap_ev": 7.2}

***

{"formula": "C5H8O", "method": "wB97M-V/def2-TZVPD", "symbols": ["C", "C", "C", "C", "C", "O", "H", "H", "H", "H", "H", "H", "H", "H"], "coordinates": [[-1.476, -0.248, -0.213], [-1.230, 1.263, 0.012], [-0.357, -0.848, 0.551], [0.853, -0.963, -0.231], [2.071, -0.414, 0.449], [1.895, -1.780, 0.325], [-1.485, -0.477, -1.288], [-2.441, -0.541, 0.210], [-2.168, 1.802, 0.128], [-0.673, 1.705, -0.814], [-0.659, 1.425, 0.931], [0.866, -0.950, -1.324], [2.828, 0.035, -0.189], [1.979, -0.010, 1.453]], "mulliken_charge": [-0.129, -1.085, -0.895, 0.414, -0.438, -0.384, 0.290, 0.320, 0.340, 0.291, 0.325, 0.386, 0.270, 0.296], "max_force_ha_per_bohr": 0.0080, "homo_energy_ev": -8.471, "e_above_lowest_ev": 4.9127, "molar_mass_g_mol": 84.12, "total_charge": 0, "gap_ev": 8.4}

***

Copy entry 1 word for word.
{"formula": "C2H6O4Si", "method": "wB97M-V/def2-TZVPD", "symbols": ["C", "C", "O", "O", "O", "O", "Si", "H", "H", "H", "H", "H", "H"], "coordinates": [[1.429, 0.659, 1.181], [-0.022, 0.844, 1.576], [0.615, -0.912, -1.122], [-1.438, -0.319, -2.803], [-1.573, -2.668, -1.577], [-0.756, 0.013, 2.127], [-0.641, -1.307, -1.840], [1.524, 0.326, 0.162], [1.692, -0.032, 1.849], [-0.501, 1.899, 1.484], [1.988, 1.597, 1.463], [-2.276, -0.129, -2.431], [-1.076, -3.413, -1.198]], "mulliken_charge": [-0.734, 0.108, -0.453, -0.413, -0.490, -0.502, 0.652, 0.308, 0.277, 0.312, 0.275, 0.315, 0.344], "max_force_ha_per_bohr": 0.0838, "smiles": "O=[Si](O)O.CC=O", "homo_energy_ev": -9.475, "e_above_lowest_ev": 2.4053, "molar_mass_g_mol": 122.15, "total_charge": 0, "gap_ev": 9.1}